## i
{"formula": "C4H12NOS", "method": "ωB97M-V/def2-TZVPD", "species": ["C", "C", "S", "C", "N", "C", "H", "H", "H", "H", "H", "H", "H", "H", "H", "H", "H", "H", "O"], "coordinates": [[0.78320, 0.08000, 0.24518], [2.06547, 0.62339, 0.89650], [3.45524, 0.21238, 0.07404], [-0.48407, 0.65972, 0.84540], [-1.70456, 0.06308, 0.13775], [-1.88198, 0.61521, -1.26490], [0.94793, 0.14677, -0.85065], [0.73897, -0.98484, 0.47487], [2.11174, 0.31188, 1.97009], [2.08325, 1.72090, 0.89330], [-0.40693, 0.12319, 1.85709], [-0.53360, 1.75278, 0.74659], [2.33796, -1.39473, -0.70596], [-2.91412, 0.41942, -1.60216], [-1.12273, 0.18483, -1.97289], [-1.73280, 1.69391, -1.25847], [-1.16323, -2.84651, 0.26145], [-1.46689, -1.08715, -0.15624], [-1.11286, -2.29424, -0.59098]], "nbo_charge": [-0.42, -0.63, 0.01, -0.24, -0.74, -0.43, 0.21, 0.24, 0.19, 0.21, 0.18, 0.17, 0.10, 0.19, 0.16, 0.15, 0.41, 0.44, -1.20], "homo_ev": -2.99, "charge": -1, "lumo_energy_ev": 2.30, "spin_multiplicity": 1}

## ii
{"formula": "C4H12NOS", "method": "ωB97M-V/def2-TZVPD", "species": ["C", "N", "C", "C", "S", "C", "H", "H", "H", "H", "H", "H", "H", "H", "H", "H", "H", "H", "O"], "coordinates": [[0.23037, -2.71691, 1.24046], [-0.22278, -1.33620, 1.02099], [0.66997, -0.28534, 0.51935], [-0.13875, 0.61758, -0.42428], [0.54834, 2.26717, -0.73716], [1.69922, -2.79758, 1.64670], [0.05824, -3.31453, 0.34095], [-0.39287, -3.12874, 2.04668], [-1.04925, -1.35492, 0.44293], [0.99543, 0.33379, 1.35166], [1.47137, -0.75742, -0.03608], [-0.32672, 0.04998, -1.34497], [-1.10070, 0.73054, 0.08823], [2.05076, -3.80348, 1.85378], [1.83080, -2.18639, 2.54674], [2.30730, -2.30493, 0.88562], [-3.03400, 1.17743, -1.42889], [-1.94718, 2.09610, -1.96484], [-2.80344, 1.70069, -2.21042]], "nbo_charge": [-0.20, -0.65, -0.23, -0.54, -0.71, -0.62, 0.15, 0.17, 0.35, 0.19, 0.16, 0.17, 0.16, 0.20, 0.21, 0.21, 0.46, 0.50, -0.97], "homo_ev": -2.65, "charge": -1, "lumo_energy_ev": 3.50, "spin_multiplicity": 1}

The structure with the greatest stability is ii.

## i
{"formula": "C31H39BMnN12O2P", "method": "ωB97M-V/def2-TZVPD", "species": ["Mn", "C", "C", "N", "N", "C", "B", "N", "C", "C", "C", "N", "N", "C", "C", "C", "N", "N", "C", "C", "C", "N", "H", "H", "H", "H", "H", "H", "H", "H", "H", "H", "H", "H", "N", "C", "C", "C", "C", "N", "C", "N", "N", "C", "O", "O", "H", "H", "H", "H", "H", "H", "H", "H", "H", "H", "H", "H", "H", "H", "C", "P", "C", "C", "C", "C", "C", "C", "C", "C", "C", "C", "C", "C", "H", "H", "H", "H", "H", "H", "H", "H", "H", "H", "H", "H", "H"], "coordinates": [[-0.32600, 0.05573, 0.51544], [3.78542, -0.60986, 0.58120], [2.52941, -0.88251, 0.07089], [1.59313, -0.26496, 0.81328], [2.23495, 0.41504, 1.78475], [3.54907, 0.21543, 1.67427], [1.48318, 1.32058, 2.82404], [0.32624, 0.47436, 3.41990], [-0.12366, 0.37624, 4.68023], [-1.40433, -0.14901, 4.65354], [-1.68421, -0.32405, 3.30482], [-0.63592, 0.04862, 2.56388], [0.82073, 2.48570, 2.03505], [0.45273, 3.69858, 2.48234], [-0.48966, 4.22626, 1.62394], [-0.67725, 3.22830, 0.67263], [0.11055, 2.17892, 0.91119], [2.45363, 1.78173, 3.84970], [3.27691, 2.86917, 3.87510], [4.17451, 2.69160, 4.89124], [3.84803, 1.43357, 5.43047], [2.83435, 0.87087, 4.79944], [4.73702, -0.96388, 0.22608], [2.24262, -1.48202, -0.77878], [4.22240, 0.65861, 2.39084], [0.50676, 0.68166, 5.49810], [-2.04476, -0.34700, 5.49489], [-2.58424, -0.68267, 2.82940], [0.88107, 4.10385, 3.38433], [-0.97245, 5.18481, 1.69033], [-1.36459, 3.21702, -0.16046], [3.17225, 3.67164, 3.16330], [4.95573, 3.36446, 5.19857], [4.31618, 0.91476, 6.25239], [-0.09908, 0.66907, -1.57292], [-1.43701, 0.71534, -2.20095], [-1.68298, 1.85581, -3.18884], [-0.92510, 1.69427, -4.50181], [-1.40515, 2.58229, -5.64231], [-1.15895, 4.01669, -5.44429], [-2.06074, 5.00072, -5.42743], [-3.36843, 4.75725, -5.40749], [-1.64088, 6.26579, -5.39528], [-2.52013, 0.65271, -1.12849], [-3.67443, 0.86599, -1.35818], [-2.09848, 0.26473, 0.08991], [0.29475, 1.59581, -1.42190], [0.55885, 0.15603, -2.14965], [-1.54698, -0.22487, -2.75513], [-1.44712, 2.81607, -2.71741], [-2.76107, 1.85867, -3.36826], [-1.04674, 0.66997, -4.86893], [0.15131, 1.83551, -4.35978], [-2.46860, 2.42424, -5.81324], [-0.91322, 2.29206, -6.57108], [-0.19547, 4.31073, -5.48793], [-3.73706, 3.82694, -5.48076], [-4.03100, 5.51313, -5.46299], [-0.66837, 6.49177, -5.51961], [-2.29303, 7.03090, -5.44595], [-2.58829, -2.77698, 0.16971], [-0.79439, -2.51688, 0.29302], [-0.31169, -3.56688, 1.73142], [-0.60880, -4.99812, 1.68078], [-0.24651, -5.87409, 2.70331], [0.42720, -5.36199, 3.78149], [0.75072, -3.95757, 3.83329], [0.38915, -3.07929, 2.80583], [-0.05691, -3.57363, -0.98265], [1.25116, -4.04598, -0.81299], [1.82422, -4.87207, -1.77075], [1.10191, -5.22491, -2.90149], [-0.19531, -4.75927, -3.07686], [-0.77971, -3.94353, -2.11804], [-2.94870, -2.25997, -0.71985], [-3.07237, -2.30851, 1.02529], [-2.85641, -3.83083, 0.10619], [-1.13880, -5.37632, 0.81403], [-0.48894, -6.92584, 2.64457], [0.72992, -5.99358, 4.60669], [1.27847, -3.58413, 4.70250], [0.65514, -2.03353, 2.87617], [1.83758, -3.76061, 0.05381], [2.83235, -5.23911, -1.63289], [1.54563, -5.87120, -3.64695], [-0.75772, -5.04581, -3.95534], [-1.80356, -3.61855, -2.25586]], "mulliken_charge": [0.84, -1.76, -0.83, 0.60, 0.81, 0.01, 0.31, 1.02, -0.35, -1.39, -0.48, 0.09, 0.13, -0.11, -1.41, -0.13, -0.14, 0.30, -0.27, -0.97, -0.26, -1.05, 0.50, 0.70, 0.44, 0.67, 0.52, 0.33, 0.64, 0.47, 0.32, 0.62, 0.46, 0.49, -0.42, 0.33, -0.78, -0.44, -1.14, -0.10, 0.80, -0.31, -0.37, -0.09, -0.61, -0.63, 0.44, 0.36, 0.46, 0.21, 0.46, 0.35, 0.35, 0.48, 0.34, 0.24, 0.16, 0.22, 0.20, 0.22, -1.52, 1.80, -0.16, -0.14, -0.90, -0.50, -0.77, 0.43, 0.45, -0.53, -0.91, -0.61, -0.72, -0.63, 0.50, 0.31, 0.51, 0.42, 0.49, 0.46, 0.55, 0.24, 0.59, 0.48, 0.45, 0.48, 0.41], "homo_ev": [-15.18, -15.18], "s_squared": 8.8101, "charge": 3, "lumo_energy_ev": [-8.17, -11.67], "spin_multiplicity": 6}

## ii
{"formula": "C31H39BMnN12O2P", "method": "ωB97M-V/def2-TZVPD", "species": ["Mn", "C", "C", "N", "N", "C", "B", "N", "C", "C", "C", "N", "N", "C", "C", "C", "N", "N", "C", "C", "C", "N", "H", "H", "H", "H", "H", "H", "H", "H", "H", "H", "H", "H", "N", "C", "C", "C", "C", "N", "C", "N", "N", "C", "O", "O", "H", "H", "H", "H", "H", "H", "H", "H", "H", "H", "H", "H", "H", "H", "C", "P", "C", "C", "C", "C", "C", "C", "C", "C", "C", "C", "C", "C", "H", "H", "H", "H", "H", "H", "H", "H", "H", "H", "H", "H", "H"], "coordinates": [[-0.20592, -0.17482, 0.37082], [2.21745, 1.05770, -2.74946], [1.13551, 0.34009, -2.26924], [0.88213, 0.71596, -1.00544], [1.79145, 1.64859, -0.65756], [2.60297, 1.87150, -1.69212], [1.87951, 2.20174, 0.79478], [0.41004, 2.48149, 1.30478], [-0.04430, 3.53629, 1.98225], [-1.31096, 3.24542, 2.47944], [-1.56223, 1.95383, 2.05802], [-0.51151, 1.49648, 1.35087], [2.41646, 1.02201, 1.66092], [3.39635, 0.88982, 2.57296], [3.39102, -0.40049, 3.05406], [2.34370, -1.01172, 2.37132], [1.75549, -0.16283, 1.53173], [2.63226, 3.49522, 0.79243], [3.76677, 3.97545, 1.38905], [3.97750, 5.24475, 0.94068], [2.90965, 5.48423, 0.05437], [2.10167, 4.44503, -0.04407], [2.67302, 0.99184, -3.72253], [0.52901, -0.41206, -2.74818], [3.40508, 2.58836, -1.61646], [0.55460, 4.42873, 2.07055], [-1.94281, 3.88253, 3.07421], [-2.42504, 1.33016, 2.23691], [4.04639, 1.70280, 2.83470], [4.04982, -0.82409, 3.79182], [2.00488, -2.03515, 2.44095], [4.35063, 3.40388, 2.08540], [4.77145, 5.91454, 1.22305], [2.70649, 6.37923, -0.51535], [-0.92504, -1.56465, 1.79539], [-0.65447, -2.94307, 1.26840], [-1.57409, -4.01375, 1.85643], [-1.08292, -4.79659, 3.08590], [-0.48893, -6.16464, 2.74373], [0.82531, -6.17098, 2.08201], [1.99648, -6.29849, 2.70597], [2.07580, -6.20082, 4.03221], [3.11061, -6.47162, 1.99430], [-0.75131, -2.85274, -0.25180], [-1.05159, -3.76156, -0.96254], [-0.42364, -1.63200, -0.70691], [-0.48872, -1.41306, 2.70225], [-1.93049, -1.48581, 1.94049], [0.39957, -3.15966, 1.46354], [-1.80935, -4.71611, 1.05482], [-2.52068, -3.52208, 2.09976], [-1.93812, -5.01492, 3.72658], [-0.39039, -4.20063, 3.68971], [-1.16480, -6.68337, 2.06492], [-0.42999, -6.79190, 3.63416], [0.83397, -6.27793, 1.07933], [1.24593, -6.15212, 4.59765], [2.92940, -6.44200, 4.51026], [3.06648, -6.68511, 1.01127], [3.99214, -6.64450, 2.44993], [-4.02347, 1.31784, -1.05343], [-2.41928, 1.18697, -1.90165], [-2.67547, 0.50130, -3.51925], [-3.09914, 1.32501, -4.56993], [-3.39999, 0.75258, -5.79361], [-3.26452, -0.61966, -5.97483], [-2.83361, -1.43354, -4.93512], [-2.53381, -0.87818, -3.70209], [-1.69226, 2.76676, -1.99989], [-0.73548, 3.03268, -3.00933], [-0.16525, 4.28098, -3.09805], [-0.49895, 5.26287, -2.16452], [-1.41789, 5.00590, -1.14361], [-2.00339, 3.76715, -1.04786], [-3.91970, 1.66328, -0.02625], [-4.49760, 0.33715, -1.06162], [-4.64063, 2.01798, -1.61971], [-3.21781, 2.39223, -4.42914], [-3.74716, 1.37713, -6.60546], [-3.49255, -1.05552, -6.93856], [-2.72687, -2.49908, -5.08604], [-2.18181, -1.51087, -2.89408], [-0.47442, 2.26369, -3.72401], [0.54358, 4.49996, -3.88526], [-0.03797, 6.23993, -2.23064], [-1.67085, 5.78388, -0.43581], [-2.72340, 3.57515, -0.26373]], "mulliken_charge": [0.33, -1.58, -0.52, 0.18, 0.74, 0.06, 0.59, 0.98, -0.08, -1.62, -0.38, 0.19, 0.08, 0.07, -1.43, -0.09, -0.26, 0.84, -0.28, -0.87, -0.52, -0.68, 0.50, 0.56, 0.53, 0.53, 0.48, 0.50, 0.39, 0.47, 0.45, 0.32, 0.47, 0.46, -0.48, 0.91, -0.98, -0.35, -1.46, -0.05, 0.86, -0.36, -0.41, -0.31, -0.60, -0.41, 0.40, 0.41, -0.03, 0.51, 0.47, 0.38, 0.35, 0.42, 0.51, 0.26, 0.19, 0.22, 0.20, 0.22, -1.24, 1.17, 0.47, -0.44, -0.79, -0.48, -0.69, -0.41, 0.68, -0.68, -0.85, -0.45, -0.75, -0.79, 0.44, 0.41, 0.47, 0.48, 0.44, 0.42, 0.46, 0.34, 0.64, 0.46, 0.51, 0.52, 0.40], "homo_ev": [-15.56, -15.56], "s_squared": 8.8097, "charge": 3, "lumo_energy_ev": [-8.67, -10.24], "spin_multiplicity": 6}

The structure with the greatest stability is ii.